*w*
{"formula": "C4H8N2", "method": "ωB97M-V with the def2-TZVPD basis set", "smiles": "CN[C@@H](C)C#N", "homo_energy_ev": -9.6519, "gap_ev": 10.591, "multiplicity": 1, "species": ["C", "N", "C", "C", "C", "N", "H", "H", "H", "H", "H", "H", "H", "H"], "coordinates": [[1.917, 0.018, 0.428], [0.587, -0.590, 0.439], [-0.390, 0.014, -0.449], [-1.741, -0.701, -0.364], [-0.559, 1.473, -0.199], [-0.633, 2.603, 0.044], [2.151, 0.377, -0.580], [2.665, -0.737, 0.691], [2.025, 0.872, 1.112], [0.221, -0.595, 1.386], [-0.011, -0.086, -1.474], [-2.441, -0.300, -1.104], [-1.596, -1.767, -0.555], [-2.195, -0.580, 0.625]], "nbo_charge": [-0.4227, -0.6020, -0.1445, -0.5964, 0.2548, -0.3313, 0.1979, 0.2049, 0.1882, 0.3599, 0.2259, 0.2245, 0.2274, 0.2133]}

=====

*x*
{"formula": "C4H8N2", "method": "ωB97M-V with the def2-TZVPD basis set", "homo_energy_ev": -6.4481, "gap_ev": 7.384, "multiplicity": 1, "species": ["C", "C", "C", "C", "H", "H", "H", "H", "H", "H", "H", "H", "N", "N"], "coordinates": [[0.065, -1.382, 0.226], [1.205, 0.687, 0.214], [-0.106, 1.414, 0.097], [-1.245, -0.678, -0.012], [0.067, -2.350, -0.247], [0.258, -1.550, 1.312], [1.001, -0.507, -1.358], [1.974, 1.267, -0.324], [1.545, 0.539, 1.245], [-0.247, 2.470, -0.203], [-2.055, 1.105, -0.194], [-2.241, -1.145, -0.039], [1.205, -0.637, -0.383], [-1.179, 0.627, -0.095]], "nbo_charge": [-0.2770, -0.2727, -0.2370, -0.1866, 0.2108, 0.1926, 0.3438, 0.2051, 0.1888, 0.1925, 0.4120, 0.1965, -0.5884, -0.3803]}

=====

*y*
{"formula": "C4H8N2", "method": "ωB97M-V with the def2-TZVPD basis set", "smiles": "C=CN(C)N=C", "homo_energy_ev": -7.9965, "gap_ev": 9.096, "multiplicity": 1, "species": ["C", "C", "N", "C", "N", "C", "H", "H", "H", "H", "H", "H", "H", "H"], "coordinates": [[-1.549, 0.044, 1.405], [-0.255, -0.022, 1.115], [0.487, -0.080, -0.018], [1.902, 0.315, -0.020], [-0.207, 0.516, -1.225], [-0.943, -0.328, -1.849], [-1.892, -0.084, 2.425], [-2.270, 0.336, 0.651], [0.501, -0.526, 1.870], [2.331, 0.141, -1.011], [2.460, -0.296, 0.696], [2.011, 1.373, 0.237], [-1.092, -1.370, -1.516], [-1.482, -0.018, -2.760]], "nbo_charge": [-0.5358, 0.0113, -0.3256, -0.4044, -0.2633, -0.0640, 0.2165, 0.2000, 0.1873, 0.2156, 0.2084, 0.1900, 0.1753, 0.1887]}

=====

*z*
{"formula": "C4H8N2", "method": "ωB97M-V with the def2-TZVPD basis set", "smiles": "CC[C@@H](N)C#N", "homo_energy_ev": -10.3559, "gap_ev": 11.276, "multiplicity": 1, "species": ["C", "C", "C", "N", "C", "N", "H", "H", "H", "H", "H", "H", "H", "H"], "coordinates": [[1.230, 0.491, 1.274], [-0.205, 0.461, 0.722], [-0.426, -0.560, -0.402], [-1.783, -0.466, -0.919], [0.603, -0.424, -1.467], [1.357, -0.323, -2.340], [1.816, -0.374, 0.941], [1.231, 0.477, 2.367], [1.766, 1.386, 0.948], [-0.926, 0.207, 1.504], [-0.492, 1.453, 0.350], [-0.304, -1.566, 0.019], [-1.918, 0.428, -1.385], [-1.949, -1.189, -1.613]], "nbo_charge": [-0.6228, -0.3914, -0.1444, -0.7980, 0.2537, -0.3294, 0.2127, 0.2182, 0.2201, 0.2211, 0.2049, 0.2265, 0.3612, 0.3677]}

=====

Which structure is most stable? *z*, by 21.3 kJ/mol over the runner-up.

=====

*w*
{"formula": "C4H8N2", "method": "ωB97M-V with the def2-TZVPD basis set", "smiles": "CN(C)CC#N", "homo_energy_ev": -9.3204, "gap_ev": 10.189, "multiplicity": 1, "species": ["C", "N", "C", "C", "C", "N", "H", "H", "H", "H", "H", "H", "H", "H"], "coordinates": [[1.418, 0.161, -0.225], [0.070, 0.648, 0.015], [-0.331, 0.494, 1.402], [-0.889, 0.109, -0.922], [-0.885, -1.375, -1.038], [-0.828, -2.527, -1.137], [2.104, 0.646, 0.476], [1.731, 0.417, -1.243], [1.509, -0.932, -0.097], [-0.331, -0.554, 1.751], [-1.336, 0.908, 1.542], [0.356, 1.067, 2.034], [-0.693, 0.512, -1.923], [-1.897, 0.425, -0.635]], "nbo_charge": [-0.4242, -0.4157, -0.4182, -0.3203, 0.2518, -0.3260, 0.2075, 0.2031, 0.1811, 0.1761, 0.2006, 0.2069, 0.2379, 0.2392]}

=====

*x*
{"formula": "C4H8N2", "method": "ωB97M-V with the def2-TZVPD basis set", "smiles": "CN(C)CC#N", "homo_energy_ev": -9.1542, "gap_ev": 10.029, "multiplicity": 1, "species": ["C", "N", "C", "C", "C", "N", "H", "H", "H", "H", "H", "H", "H", "H"], "coordinates": [[-0.451, 1.256, 0.411], [-0.485, 0.049, -0.439], [-1.113, -1.040, 0.302], [0.831, -0.416, -0.998], [1.922, 0.196, -0.232], [2.526, 0.882, 0.478], [-1.173, 2.018, 0.102], [0.538, 1.712, 0.399], [-0.637, 1.006, 1.467], [-0.469, -1.385, 1.129], [-1.328, -1.877, -0.368], [-2.062, -0.713, 0.741], [0.980, -0.178, -2.064], [0.922, -1.511, -0.926]], "nbo_charge": [-0.4376, -0.4213, -0.4135, -0.3284, 0.2688, -0.3308, 0.2022, 0.2225, 0.1866, 0.1694, 0.1978, 0.2098, 0.2369, 0.2375]}

=====

Which structure is most stable? *w*, by 57.6 kJ/mol over the runner-up.

=====

*w*
{"formula": "C4H8N2", "method": "ωB97M-V with the def2-TZVPD basis set", "smiles": "CN[C@@H](C)C#N", "homo_energy_ev": -9.7755, "gap_ev": 10.594, "multiplicity": 1, "species": ["C", "N", "C", "C", "C", "N", "H", "H", "H", "H", "H", "H", "H", "H"], "coordinates": [[2.206, -0.513, 0.074], [0.775, -0.663, -0.419], [-0.094, 0.268, 0.342], [0.016, 1.642, -0.159], [-1.470, -0.198, 0.143], [-2.486, -0.774, -0.084], [2.677, 0.367, -0.274], [2.766, -1.442, -0.246], [2.121, -0.493, 1.198], [0.390, -1.616, -0.172], [0.271, 0.245, 1.473], [-0.618, 1.672, -1.148], [1.084, 2.032, -0.386], [-0.662, 2.093, 0.677]], "nbo_charge": [-0.4204, -0.6023, -0.1718, -0.6200, 0.2742, -0.3003, 0.1985, 0.2167, 0.1682, 0.3658, 0.1966, 0.2298, 0.2387, 0.2262]}

=====

*x*
{"formula": "C4H8N2", "method": "ωB97M-V with the def2-TZVPD basis set", "homo_energy_ev": -8.4612, "gap_ev": 9.459, "multiplicity": 1, "species": ["C", "C", "C", "H", "H", "H", "H", "N", "C", "N", "H", "H", "H", "H"], "coordinates": [[-1.202, -1.160, -0.192], [-0.769, 1.924, -0.067], [-1.552, 2.769, -0.405], [-1.490, -1.024, -1.235], [-1.634, -0.399, 0.451], [-1.522, -2.142, 0.178], [-2.261, 3.515, -0.634], [2.355, -0.389, 0.560], [1.030, -0.234, 0.512], [0.341, -1.200, -0.050], [2.839, -1.186, 0.146], [2.926, 0.303, 1.013], [0.804, -1.991, -0.507], [0.135, 1.215, 0.230]], "nbo_charge": [-0.3965, -0.3025, -0.2970, 0.2041, 0.2382, 0.1952, 0.2192, -0.7995, 0.1890, -0.5944, 0.3495, 0.3998, 0.3502, 0.2447]}

=====

*y*
{"formula": "C4H8N2", "method": "ωB97M-V with the def2-TZVPD basis set", "homo_energy_ev": -8.2285, "gap_ev": 8.847, "multiplicity": 1, "species": ["C", "N", "C", "C", "C", "N", "H", "H", "H", "H", "H", "H", "H", "H"], "coordinates": [[1.760, -0.014, -0.060], [1.060, -1.273, 0.168], [0.537, -0.336, -0.820], [-0.735, 0.427, -0.586], [-1.976, -0.076, 1.237], [-0.973, 0.679, 0.826], [2.733, -0.106, -0.531], [1.686, 0.757, 0.704], [0.519, -1.184, 1.026], [0.635, -0.678, -1.841], [-0.778, 1.376, -1.125], [-1.844, -1.110, 0.843], [-1.638, -0.119, -0.942], [-0.986, 1.657, 1.101]], "nbo_charge": [-0.2638, -0.5696, -0.1058, -0.2464, -0.0483, -0.6082, 0.2026, 0.1909, 0.3522, 0.2033, 0.2131, 0.0908, 0.2015, 0.3875]}

=====

Which structure is most stable? *w*, by 201.3 kJ/mol over the runner-up.